Computed, not measured: a single C17H27N3O3S molecule, with the ωB97M-V functional and the def2-TZVPD basis.

Each line ends with the Mulliken charge.
Geometry (Å):
1 C 5.715 0.265 0.823  -0.74
2 H 6.560 0.886 1.118  0.30
3 O 4.770 1.164 0.290  -0.49
4 C 3.582 0.731 -0.218  0.19
5 C 2.815 1.739 -0.795  -0.90
6 C 1.563 1.528 -1.345  0.65
7 C 1.045 0.229 -1.307  -0.49
8 C 1.820 -0.801 -0.778  -0.33
9 C 3.073 -0.580 -0.226  1.29
10 O 3.836 -1.591 0.308  -0.50
11 C 3.368 -2.913 0.218  -0.90
12 H 2.440 -3.056 0.781  0.32
13 H 4.152 -3.527 0.661  0.26
14 H 3.215 -3.220 -0.822  0.35
15 H 1.439 -1.807 -0.841  0.75
16 N -0.217 -0.029 -1.855  -0.09
17 C -1.135 -0.977 -1.526  -0.12
18 N -0.957 -1.663 -0.381  -0.09
19 H -0.341 -1.245 0.303  0.31
20 C -1.884 -2.647 0.118  -0.92
21 H -1.335 -3.582 0.291  0.35
22 C -2.570 -2.221 1.415  -0.67
23 H -1.814 -1.956 2.157  0.28
24 C -3.541 -1.059 1.208  -1.01
25 N -2.859 0.149 0.781  0.80
26 C -3.716 1.044 0.024  -1.03
27 C -2.873 2.196 -0.515  -0.14
28 O -2.211 2.898 0.515  -0.45
29 C -1.423 2.030 1.292  -0.04
30 C -2.254 0.887 1.874  -0.95
31 H -1.605 0.228 2.453  0.39
32 H -3.022 1.304 2.552  0.35
33 H -0.990 2.641 2.086  0.43
34 H -0.612 1.605 0.679  -0.23
35 H -3.499 2.926 -1.029  0.39
36 H -2.138 1.784 -1.220  -0.08
37 H -4.142 0.496 -0.818  0.47
38 H -4.535 1.446 0.647  0.38
39 H -4.119 -0.892 2.134  0.29
40 H -4.244 -1.338 0.420  0.45
41 H -3.131 -3.074 1.803  0.43
42 H -2.626 -2.818 -0.666  0.40
43 S -2.397 -1.232 -2.567  -0.38
44 H -0.473 0.517 -2.668  0.37
45 C 0.808 2.663 -1.968  -1.59
46 H -0.123 2.857 -1.438  0.19
47 H 0.566 2.446 -3.010  0.38
48 H 1.406 3.569 -1.942  0.41
49 H 3.243 2.728 -0.798  0.39
50 H 5.327 -0.260 1.698  0.25
51 H 6.043 -0.466 0.081  0.27

Properties
- SMILES string: COc1cc(C)c(NC(=S)NCCCN2CCOCC2)cc1OC
- HOMO-LUMO gap: 8.2 eV
- Max |F|: 0.8 eV/A
- Calculated total energy: -39514.4878 eV
- Relative energy (zero: lowest compared OMol25 entry of this formula, charge and spin): 60.6 kcal/mol

=====

Computed, not measured: 2 unconnected molecules or ions with the total composition C2H10NO in a non-equilibrium geometry, with the ωB97M-V functional and the def2-TZVPD basis.

Each line ends with the Mulliken charge.
Geometry (Å):
1 N -2.455 0.901 -0.642  -0.46
2 H -2.717 1.855 -0.387  0.40
3 H -1.440 0.704 -0.430  0.35
4 H -3.050 0.228 -0.145  0.38
5 H -2.554 0.850 -1.665  0.38
6 C 0.751 -0.825 0.515  -0.13
7 O 0.046 -0.013 -0.461  -0.65
8 C 2.205 -0.419 0.664  -1.00
9 H 0.181 -0.794 1.438  0.31
10 H 0.677 -1.855 0.165  0.25
11 H 0.615 0.113 -1.228  0.29
12 H 2.892 -1.251 0.578  0.30
13 H 2.436 0.415 -0.009  0.31
14 H 2.413 0.090 1.606  0.28

Properties
- HOMO-LUMO gap: 11.0 eV
- Max |F|: 1.3 eV/A
- Charge: +1
- Calculated total energy: -5767.1108 eV
- Relative energy (zero: lowest compared OMol25 entry of this formula, charge and spin): 13.2 kcal/mol

=====

Computed, not measured: a molecular structure, C34H35BrMoN7O5, with the ωB97M-V functional and the def2-TZVPD basis.

Each line ends with the Mulliken charge.
Geometry (Å):
1 Mo 0.256 -0.615 -0.659  1.04
2 O 0.711 4.531 0.832  -0.65
3 C 1.737 3.920 1.494  0.60
4 C 2.645 4.731 2.163  -0.69
5 C 3.710 4.157 2.833  -0.43
6 C 3.882 2.775 2.849  -1.12
7 C 2.985 1.972 2.171  -0.14
8 C 1.914 2.537 1.481  -0.04
9 C 0.963 1.709 0.673  0.22
10 O 1.357 0.363 0.567  0.03
11 N -0.377 1.696 1.271  -0.72
12 N -0.982 0.475 0.952  0.94
13 C -1.947 0.103 1.704  -0.96
14 C -2.643 -1.139 1.558  0.35
15 Br -1.763 -2.359 0.390  -0.17
16 C -3.760 -1.527 2.196  -0.77
17 C -4.605 -0.701 3.045  0.54
18 C -5.288 -1.329 4.093  -0.56
19 C -6.079 -0.587 4.951  -0.67
20 C -6.226 0.780 4.748  -0.38
21 C -5.590 1.406 3.683  -0.83
22 C -4.782 0.672 2.833  -0.08
23 H -0.058 3.953 0.763  0.37
24 H 2.493 5.803 2.153  0.49
25 H 4.412 4.794 3.356  0.41
26 H 4.715 2.338 3.383  0.44
27 H 3.110 0.895 2.160  0.36
28 H 0.873 2.141 -0.328  0.22
29 H -0.302 1.796 2.278  0.46
30 H -2.265 0.744 2.522  0.82
31 H -4.069 -2.563 2.083  0.45
32 H -5.186 -2.399 4.239  0.40
33 H -6.595 -1.074 5.768  0.42
34 H -6.861 1.356 5.408  0.41
35 H -5.746 2.462 3.505  0.42
36 H -4.346 1.155 1.966  0.52
37 N 0.599 1.126 -3.641  0.42
38 C -0.661 1.281 -3.096  0.29
39 C -1.572 2.008 -3.874  -1.26
40 C -2.871 2.136 -3.463  -0.70
41 C -3.255 1.512 -2.274  -1.19
42 C -2.314 0.828 -1.567  -0.61
43 N -1.000 0.714 -1.930  1.24
44 C 1.825 0.900 -3.048  0.51
45 C 2.954 1.288 -3.779  -1.02
46 C 4.203 1.103 -3.246  -0.76
47 C 4.307 0.538 -1.973  -1.06
48 C 3.164 0.184 -1.319  -0.67
49 N 1.912 0.340 -1.840  1.06
50 H 0.681 1.554 -4.547  0.28
51 H -1.231 2.465 -4.795  0.55
52 H -3.581 2.700 -4.055  0.48
53 H -4.273 1.551 -1.912  0.57
54 H -2.601 0.312 -0.670  0.51
55 H 2.825 1.751 -4.749  0.54
56 H 5.084 1.406 -3.797  0.48
57 H 5.265 0.386 -1.496  0.56
58 H 3.204 -0.235 -0.330  0.51
59 O -1.746 -1.698 -2.457  -0.29
60 C -1.069 -1.927 -3.678  -1.01
61 C 0.312 -2.467 -3.423  0.76
62 C 0.889 -3.288 -4.377  -1.07
63 C 2.166 -3.783 -4.188  -0.51
64 C 2.827 -3.446 -3.018  -1.19
65 C 2.192 -2.636 -2.105  -0.47
66 N 0.951 -2.135 -2.280  0.70
67 H -2.328 -2.440 -2.265  0.34
68 H -1.008 -0.978 -4.207  0.19
69 H -1.616 -2.613 -4.323  0.68
70 H 0.323 -3.536 -5.266  0.52
71 H 2.629 -4.422 -4.929  0.47
72 H 3.823 -3.809 -2.804  0.52
73 H 2.685 -2.378 -1.185  0.57
74 N 2.256 -3.268 3.735  -0.13
75 C 2.355 -3.226 2.236  -0.89
76 C 1.331 -2.187 1.752  0.58
77 O 0.687 -1.587 2.600  -0.69
78 O 1.265 -2.097 0.468  -0.26
79 H 3.140 -3.073 4.202  0.37
80 H 1.911 -4.159 4.084  0.38
81 H 1.567 -2.526 3.968  0.32
82 H 2.144 -4.208 1.827  0.34
83 H 3.361 -2.933 1.952  0.32

Properties
- 2S+1: 3
- HOMO-LUMO gap (alpha / beta): 6.4 / 6.0 eV
- Max |F|: 0.3 eV/A
- Charge: +3
- Calculated total energy: -128369.8213 eV

=====

Computed, not measured: 2 unconnected molecules or ions with the total composition C6H10O, with the ωB97M-V functional and the def2-TZVPD basis.

Each line ends with the Mulliken charge.
Geometry (Å):
1 C -1.557 -0.099 -1.770  -1.23
2 C -0.688 -0.097 -0.562  0.55
3 C -1.028 -0.408 0.721  -0.49
4 C -0.167 0.316 1.590  -0.43
5 C 1.133 0.502 0.839  -0.46
6 C 0.730 0.421 -0.643  -0.05
7 O 1.519 -0.372 -1.509  -0.55
8 H -1.006 -0.515 -2.618  0.30
9 H -1.818 0.935 -2.031  0.28
10 H -2.485 -0.656 -1.615  0.38
11 H -1.975 -0.853 1.019  0.40
12 H 1.111 -0.562 3.645  0.19
13 H 0.578 -0.141 3.305  -0.20
14 H 1.621 1.444 1.112  0.26
15 H 1.843 -0.296 1.096  0.34
16 H 0.755 1.427 -1.072  0.35
17 H 1.486 -1.277 -1.171  0.38

Properties
- HOMO-LUMO gap: 7.8 eV
- Max |F|: 0.4 eV/A
- Calculated total energy: -8426.9584 eV
- Relative energy (zero: lowest compared OMol25 entry of this formula, charge and spin): 98.7 kcal/mol

=====

Computed, not measured: 13 unconnected molecules or ions with the total composition H26O13 in a non-equilibrium geometry, with the ωB97M-V functional and the def2-TZVPD basis.

Each line ends with the Mulliken charge.
Geometry (Å):
1 O -1.875 -2.480 -1.297  -0.66
2 H -1.410 -1.794 -1.846  0.50
3 H -1.370 -2.548 -0.521  0.23
4 O -3.140 -0.606 0.945  -0.62
5 H -2.665 -0.692 0.136  0.34
6 H -4.006 -0.507 0.615  0.26
7 O 2.130 -2.129 -3.522  -0.64
8 H 1.385 -1.913 -4.055  0.33
9 H 1.907 -2.093 -2.599  0.39
10 O -0.522 -0.738 -2.825  -0.64
11 H -0.860 0.014 -3.312  0.28
12 H 0.326 -0.518 -2.420  0.14
13 O 2.458 -0.044 2.753  -0.62
14 H 1.647 -0.582 2.705  0.38
15 H 2.646 -0.063 3.705  0.31
16 O 1.507 -2.002 -0.966  -0.74
17 H 0.913 -2.532 -0.457  0.26
18 H 2.284 -1.994 -0.413  0.29
19 O 0.050 -1.131 2.543  -0.78
20 H 0.255 -2.030 2.247  0.30
21 H -0.743 -1.322 3.118  0.28
22 O -2.070 1.506 2.111  -0.63
23 H -2.546 1.836 1.367  0.28
24 H -2.326 0.548 2.123  0.29
25 O 0.950 2.959 0.074  -0.59
26 H 0.240 3.455 -0.298  0.32
27 H 0.639 2.554 0.854  0.29
28 O 1.676 1.133 -2.546  -0.62
29 H 1.548 1.904 -2.004  0.30
30 H 2.417 0.629 -2.249  0.29
31 O -1.628 1.817 -1.149  -0.65
32 H -1.109 1.307 -0.522  0.18
33 H -1.077 2.117 -1.839  0.29
34 O 0.153 0.036 0.043  0.52
35 H 0.763 -0.601 -0.300  0.04
36 H 0.064 -0.216 0.987  0.15
37 O 0.597 2.533 2.713  -0.67
38 H 1.066 2.004 3.383  0.29
39 H -0.265 2.185 2.734  0.31

Properties
- HOMO-LUMO gap: 9.6 eV
- Max |F|: 2.7 eV/A
- Calculated total energy: -27039.7466 eV
- Relative energy (zero: lowest compared OMol25 entry of this formula, charge and spin): 50.7 kcal/mol

=====

Computed, not measured: a molecular structure, C39H43AsIrN2S in a non-equilibrium geometry, with the ωB97M-V functional and the def2-TZVPD basis.

Each line ends with the Mulliken charge.
Geometry (Å):
1 Ir 0.500 0.154 -0.489  1.75
2 C 2.751 5.002 -1.724  -1.64
3 C 3.964 4.361 -1.062  0.18
4 C 4.349 5.089 0.227  -1.53
5 C 3.948 2.796 -0.869  3.22
6 C 5.415 2.411 -0.823  -1.30
7 C 5.914 1.187 -0.651  -1.51
8 C 5.164 -0.033 -0.516  -0.55
9 C 3.885 -0.284 -0.117  0.54
10 C 3.449 -1.744 -0.168  0.27
11 C 2.918 -2.344 1.135  -1.48
12 C 2.501 -1.986 -1.337  -1.26
13 C 3.065 0.751 0.448  -0.64
14 N 1.912 0.453 1.075  -0.36
15 C 1.655 1.573 1.956  -0.21
16 C -1.183 0.982 1.892  -0.21
17 C -2.506 1.063 2.288  -0.60
18 C -3.260 0.581 1.212  -1.26
19 C -2.375 0.196 0.219  -0.14
20 N -1.093 0.418 0.650  0.30
21 C -2.632 -0.269 -1.185  2.28
22 C -3.674 -1.391 -1.228  -1.81
23 C -1.325 -0.808 -1.755  -1.66
24 C -3.109 0.926 -2.027  -1.52
25 H 2.924 6.076 -1.804  0.52
26 H 1.832 4.870 -1.161  0.33
27 H 2.590 4.624 -2.732  0.45
28 H 4.785 4.516 -1.769  0.73
29 H 3.501 5.193 0.906  0.20
30 H 4.694 6.095 -0.007  0.50
31 H 5.156 4.590 0.767  0.43
32 H 6.126 3.219 -0.947  0.52
33 H 6.990 1.067 -0.687  0.45
34 H 5.749 -0.918 -0.745  0.48
35 H 4.364 -2.289 -0.408  0.77
36 H 1.905 -2.015 1.361  0.15
37 H 3.556 -2.088 1.981  0.36
38 H 2.906 -3.431 1.047  0.44
39 H 1.481 -1.644 -1.072  0.19
40 H 2.377 -3.052 -1.530  0.49
41 H 2.828 -1.496 -2.255  0.37
42 H 2.385 1.557 2.775  0.77
43 H -2.873 1.434 3.232  0.58
44 H -4.334 0.514 1.165  0.51
45 H -3.403 -2.209 -0.560  0.42
46 H -3.771 -1.781 -2.242  0.44
47 H -4.651 -1.017 -0.923  0.40
48 H -1.003 -1.721 -1.247  0.43
49 H -0.583 0.112 -1.911  0.23
50 H -1.403 -1.059 -2.814  0.52
51 H -4.002 1.364 -1.582  0.41
52 H -3.351 0.614 -3.044  0.45
53 H -2.346 1.708 -2.070  0.17
54 S 0.140 1.372 2.942  -0.30
55 C -0.164 3.066 3.393  1.02
56 C -0.029 3.313 4.753  -0.70
57 C -0.244 4.598 5.229  -0.77
58 C -0.593 5.595 4.338  -0.82
59 C -0.723 5.330 2.977  -0.67
60 C -0.504 4.061 2.456  0.05
61 As -0.885 3.692 0.548  0.65
62 C 0.857 2.930 -0.019  -0.59
63 C 0.819 2.270 -1.245  -1.14
64 C 1.932 1.944 -2.172  -1.05
65 C 3.251 2.144 -2.042  -1.64
66 C 3.348 2.274 0.464  -1.07
67 C 1.984 2.829 0.959  0.04
68 C -0.783 5.510 -0.130  0.50
69 C -1.876 5.911 -0.891  -0.94
70 C -1.937 7.204 -1.399  -0.71
71 C -0.906 8.093 -1.149  -0.67
72 C 0.186 7.700 -0.381  -0.80
73 C 0.247 6.414 0.129  0.09
74 H 0.226 2.506 5.429  0.47
75 H -0.154 4.807 6.286  0.45
76 H -0.777 6.598 4.698  0.46
77 H -1.013 6.138 2.318  0.54
78 H -0.099 2.465 -1.801  0.99
79 H 1.592 1.542 -3.122  0.56
80 H 3.879 1.882 -2.887  0.46
81 H 4.089 2.477 1.248  0.78
82 H 2.090 3.734 1.552  1.00
83 H -2.687 5.219 -1.089  0.41
84 H -2.792 7.512 -1.986  0.45
85 H -0.952 9.099 -1.543  0.43
86 H 0.984 8.401 -0.175  0.47
87 H 1.086 6.129 0.752  0.49

Properties
- 2S+1: 2
- HOMO-LUMO gap (alpha / beta): 6.1 / 6.2 eV
- Max |F|: 1.5 eV/A
- Charge: +2
- Calculated total energy: -118614.7243 eV

=====

Q: The highest calculated total energy belongs to which entry?
A: C2H10NO